1.
Entry from OMol25: a molecular structure, C11H13N4O5Sn at a distorted geometry (wB97M-V/def2-TZVPD).

```
34
Properties=species:S:1:pos:R:3:forces:R:3
O 0.9920 0.0293 -5.0370 -1.173 -0.027 2.098
C 0.4706 0.0192 -4.0210 1.243 0.044 -2.324
Sn 0.2666 -0.0472 -0.3274 -2.191 0.874 -0.082
O 3.2295 0.0063 -2.1662 -2.960 0.215 2.774
C 2.2970 -0.0175 -1.4869 5.515 -0.556 -5.108
C -2.4258 0.0264 0.6007 -1.883 -0.130 1.773
O -3.4063 -0.0507 1.1764 1.691 0.150 -1.267
C 0.0211 -2.5398 -0.3861 -0.859 -3.954 -0.455
O -0.1689 -3.6677 -0.3091 0.635 3.138 0.049
C -0.1566 2.5966 -0.5007 -0.678 3.237 -0.285
O -0.2537 3.7338 -0.4382 0.361 -2.641 0.005
H -1.1137 -0.0248 -1.4238 -0.212 -0.273 -0.933
C 0.5421 1.3460 2.6281 0.508 -0.841 0.652
N 0.8422 0.0227 1.9024 0.730 -0.029 4.662
C 0.2187 -1.0869 2.7687 0.794 0.812 0.662
N 0.7427 -1.0856 4.1528 0.395 0.598 -0.536
C 0.4779 0.2334 4.7870 0.055 -0.047 -0.403
N 1.0592 1.3603 4.0129 0.291 -0.751 -0.438
C 2.5293 1.1206 4.0003 -0.337 -0.117 -0.305
N 2.8845 -0.1623 3.3411 -0.866 0.139 -0.170
C 2.3600 -0.1655 1.9610 -0.504 0.095 1.057
C 2.2248 -1.2312 4.1303 -0.305 0.165 -0.274
H -0.5520 1.4735 2.6709 0.361 0.047 -0.180
H 1.0326 2.1640 2.0779 -0.277 -0.230 0.045
H 0.4562 -2.0630 2.3173 -0.170 0.288 0.043
H -0.8689 -0.9101 2.8189 0.376 -0.179 -0.166
H 0.9873 0.2248 5.7604 -0.443 0.038 -0.169
H -0.6012 0.3802 4.9188 0.224 -0.036 -0.063
H 3.0359 1.9509 3.4931 -0.091 -0.164 0.115
H 2.8576 1.0464 5.0464 0.039 0.250 -0.380
H 2.6073 -1.1392 1.5104 -0.039 0.298 -0.079
H 2.8326 0.6735 1.4269 -0.138 -0.313 -0.064
H 2.5766 -1.1235 5.1655 -0.031 -0.309 -0.334
H 2.4986 -2.2160 3.7310 -0.061 0.208 0.078
```
Forces are in eV/Å.

As for the LUMO energy: -4.380 eV. As for the electronic energy: -1236.0321 Ha. As for the total charge: +1. For the frontier orbital gap, the calculation gives 5.59 eV.

natural (NBO) population analysis, charges in e, atoms 1 to 2: O -0.462; C 0.493

2.
Entry from OMol25: 2 unconnected molecules or ions with the total composition C2H8N3O at a distorted geometry (wB97M-V/def2-TZVPD).

```
14
Properties=species:S:1:pos:R:3:forces:R:3
C -1.2692 -0.5629 1.1285 -0.307 0.969 0.336
N -2.0615 -1.3492 1.8752 0.178 -0.489 1.133
O -0.1700 -0.7819 0.6473 0.159 -0.711 -0.071
H -1.7241 0.4269 0.9654 -0.170 -0.041 0.046
H -2.6637 -0.8968 2.5524 -0.332 0.410 -0.671
H -1.7493 -2.2065 2.3201 0.542 -0.098 -0.735
N 1.4175 1.4551 -0.3458 -0.375 -0.978 0.097
C 1.3258 0.9067 -1.5349 0.314 2.013 0.184
N 1.2743 -0.3651 -1.8263 -1.381 -0.854 0.519
H 1.2176 0.8569 0.4520 0.091 0.069 0.103
H 1.3470 2.4568 -0.2150 0.280 -0.209 -0.242
H 1.3564 1.6392 -2.3338 -0.115 -0.294 -0.349
H 0.6838 -0.5840 -2.6237 0.742 0.038 -0.470
H 1.0154 -0.9953 -1.0613 0.373 0.176 0.119
```
Forces are in eV/Å.

As for the LUMO energy: -3.453 eV. As for the electronic energy: -320.3037 Ha. As for the total charge: +1. For the frontier orbital gap, the calculation gives 10.98 eV.

natural (NBO) population analysis, charges in e, atoms 1 to 2: C 0.560; N -0.782

3.
Entry from OMol25: a molecular structure, C6H14N2 at a distorted geometry (wB97M-V/def2-TZVPD).

```
22
Properties=species:S:1:pos:R:3:forces:R:3
C -0.4743 1.6720 0.8658 1.258 -0.082 3.107
C -1.2231 -0.1313 -1.3493 -0.955 -0.637 -0.046
C -1.6538 -0.9234 0.8864 0.524 0.018 -0.104
C 1.7965 0.9176 -0.7250 -0.850 -0.178 -0.531
C 1.4468 -1.3237 0.4052 0.039 0.263 0.139
N -0.8974 0.0228 0.0680 -2.835 -3.099 -6.953
C 0.9430 0.0898 0.2243 -3.144 -1.264 0.496
N 0.3427 0.7025 1.2981 5.109 6.385 4.325
H -0.7984 2.2323 -0.0198 1.233 -0.541 -0.896
H -0.8163 2.3330 1.6638 -0.541 -0.623 0.704
H -2.3036 -0.0542 -1.4885 -0.163 -0.100 -0.182
H -0.9025 -1.1048 -1.7363 0.029 -0.008 -0.215
H -0.7692 0.6712 -1.9274 0.221 0.058 -0.003
H -1.4423 -0.7438 1.9373 0.210 0.016 0.050
H -2.7238 -0.7507 0.7452 0.036 -0.060 -0.302
H -1.4080 -1.9619 0.6454 -0.152 -0.108 0.006
H 2.0518 0.3639 -1.6304 0.034 -0.051 0.042
H 1.3235 1.8520 -1.0238 -0.038 -0.042 0.122
H 0.8622 -1.8771 1.1344 -0.025 0.103 0.104
H 1.4485 -1.8859 -0.5322 -0.001 0.173 -0.040
H 2.4763 -1.2689 0.7608 0.101 -0.093 0.023
H 2.7215 1.1684 -0.2020 -0.088 -0.131 0.152
```
Forces are in eV/Å.

As for the LUMO energy (spin up / spin down): 0.953 / 0.953 eV. As for the electronic energy: -346.2860 Ha. As for the total charge: 0. For the frontier orbital gap (spin up / spin down), the calculation gives 7.41 / 7.41 eV.

natural (NBO) population analysis, charges in e, atoms 1 to 2: C -0.018; C -0.444

What is the electronic energy in the first record?
-1236.0321 Ha